Density functional theory data (the ωB97M-V functional and the def2-TZVPD basis) for C24H56Be2N8O12S as an isolated structure.

```
103
C24H56Be2N8O12S | OMol25 | the ωB97M-V functional and the def2-TZVPD basis
Be -1.240 -4.491 -1.044
Be -0.660 2.857 1.305
S -0.498 -0.922 0.666
O -1.336 -0.250 1.663
O 0.045 -2.177 1.135
O -1.289 -1.258 -0.511
O 0.549 -0.003 0.322
C 3.681 -6.161 -1.776
O 2.505 -6.040 -1.494
N 4.666 -5.537 -1.153
C 6.051 -5.892 -1.440
C 4.413 -4.704 0.023
H 4.021 -6.843 -2.571
H 6.263 -6.955 -1.556
H 6.607 -5.495 -0.590
H 6.402 -5.451 -2.373
H 3.420 -4.256 0.009
H 4.535 -5.237 0.967
H 5.184 -3.937 0.097
C -2.038 2.728 -3.866
O -1.576 3.235 -2.828
N -2.622 3.371 -4.881
C -3.526 2.577 -5.836
C -2.642 4.850 -5.006
H -2.131 1.632 -3.925
H -4.599 2.701 -5.690
H -3.358 1.522 -5.618
H -3.264 2.854 -6.857
H -3.624 5.317 -4.929
H -1.931 5.446 -4.434
H -2.433 5.240 -6.002
C 1.866 -1.466 -4.161
O 1.032 -2.354 -4.165
N 1.965 -0.586 -5.149
C 2.948 0.522 -5.134
C 1.105 -0.560 -6.313
H 2.572 -1.327 -3.328
H 3.310 0.791 -4.142
H 2.484 1.459 -5.442
H 3.779 0.255 -5.787
H 1.632 -0.753 -7.247
H 0.377 -1.370 -6.346
H 0.638 0.413 -6.466
C 7.093 1.284 2.993
O 7.249 1.281 4.167
N 6.215 0.563 2.302
C 6.122 0.637 0.807
C 5.058 -0.087 2.974
H 7.755 1.883 2.348
H 7.048 1.025 0.382
H 5.328 1.319 0.504
H 5.907 -0.303 0.299
H 4.139 0.444 2.727
H 4.932 -1.056 2.493
H 5.047 -0.070 4.064
C -5.122 -2.681 2.001
O -4.797 -3.631 1.291
N -5.891 -2.719 3.147
C -6.376 -1.455 3.711
C -6.491 -3.951 3.630
H -4.928 -1.617 1.794
H -7.301 -1.051 3.300
H -5.708 -0.605 3.567
H -6.588 -1.541 4.777
H -6.727 -4.010 4.692
H -7.418 -4.074 3.069
H -5.817 -4.787 3.442
C -1.039 -3.981 5.844
O -1.260 -5.167 5.986
N -1.485 -2.948 6.602
C -1.094 -1.618 6.236
C -2.562 -3.064 7.526
H -0.363 -3.526 5.103
H -0.608 -1.164 7.100
H -1.942 -0.967 6.025
H -0.354 -1.547 5.438
H -2.560 -2.232 8.230
H -3.511 -2.947 7.004
H -2.527 -4.031 8.028
C 3.822 4.962 -0.786
O 2.903 4.461 -0.155
N 4.785 5.776 -0.311
C 4.949 5.983 1.138
C 5.743 6.358 -1.182
H 3.977 4.769 -1.859
H 5.795 5.353 1.415
H 4.133 5.643 1.777
H 5.151 7.024 1.392
H 6.746 6.245 -0.769
H 5.803 5.963 -2.196
H 5.594 7.436 -1.228
C -5.911 2.989 0.126
O -4.695 2.860 0.308
N -6.747 2.193 -0.663
C -8.170 2.248 -0.724
C -6.219 1.136 -1.447
H -6.510 3.825 0.518
H -8.709 1.435 -0.238
H -8.403 2.277 -1.788
H -8.447 3.176 -0.222
H -6.362 0.195 -0.915
H -6.788 1.055 -2.373
H -5.144 1.286 -1.549
```

Summary:
- Orbital gap: 1.6 eV
- Relative energy (zero: lowest compared OMol25 entry of this formula, charge and spin): 360.9 kcal/mol
- HOMO energy: -0.46365 hartree
- Largest force on an atom: 3.02 eV/A
- Net charge: +2

Here are the Löwdin charges for atoms 1 to 99, given in e: Be 1.006; Be 1.022; S 0.138; O -0.263; O -0.263; O -0.223; O -0.253; C -0.344; O 0.011; N -0.156; C -0.027; C -0.023; H 0.150; H 0.099; H 0.092; H 0.098; H 0.087; H 0.104; H 0.086; C -0.351; O -0.033; N -0.145; C -0.010; C -0.044; H 0.128; H 0.084; H 0.072; H 0.086; H 0.087; H 0.089; H 0.080; C -0.339; O 0.008; N -0.162; C -0.031; C -0.041; H 0.141; H 0.085; H 0.089; H 0.097; H 0.098; H 0.091; H 0.092; C -0.402; O 0.069; N -0.152; C -0.036; C -0.024; H 0.135; H 0.083; H 0.079; H 0.078; H 0.078; H 0.079; H 0.092; C -0.298; O 0.016; N -0.164; C -0.053; C -0.032; H 0.133; H 0.091; H 0.084; H 0.091; H 0.094; H 0.104; H 0.095; C -0.317; O 0.066; N -0.181; C -0.058; C -0.034; H 0.130; H 0.101; H 0.096; H 0.088; H 0.099; H 0.098; H 0.106; C -0.349; O -0.029; N -0.191; C -0.019; C -0.072; H 0.132; H 0.091; H 0.084; H 0.095; H 0.093; H 0.094; H 0.097; C -0.280; O -0.026; N -0.220; C -0.064; C -0.066; H 0.133; H 0.097; H 0.095



Density functional theory data (the ωB97M-V functional and the def2-TZVPD basis) for a 9-piece molecular cluster, C24H56ClN8O12 overall.

```
101
C24H56ClN8O12 | OMol25 | the ωB97M-V functional and the def2-TZVPD basis
Cl -0.791 -0.182 -0.396
O -1.187 -1.533 -0.574
O 0.640 0.065 -0.464
O -1.511 0.611 -1.315
O -1.174 0.185 0.984
C 3.594 1.385 0.793
O 3.625 2.565 0.547
N 4.698 0.633 0.869
C 4.557 -0.785 1.137
C 6.063 1.109 0.774
H 2.658 0.854 1.030
H 4.676 -1.055 2.186
H 5.237 -1.319 0.473
H 3.555 -1.100 0.847
H 6.049 2.144 1.116
H 6.759 0.560 1.408
H 6.433 0.987 -0.244
C -5.285 0.605 -1.419
O -5.902 0.446 -2.469
N -5.751 0.299 -0.238
C -7.138 -0.222 -0.027
C -4.921 0.537 0.998
H -4.269 1.030 -1.438
H -7.733 0.593 0.386
H -7.077 -1.055 0.674
H -7.613 -0.582 -0.940
H -5.612 1.165 1.561
H -4.781 -0.446 1.447
H -4.080 1.191 0.767
C 1.420 -2.698 -2.736
O 2.195 -3.650 -2.584
N 1.299 -2.080 -3.927
C 0.366 -0.957 -4.060
C 2.062 -2.587 -5.069
H 0.732 -2.297 -1.975
H -0.229 -1.173 -4.947
H 0.787 0.038 -3.913
H -0.291 -0.827 -3.200
H 1.414 -2.629 -5.945
H 2.716 -1.757 -5.336
H 2.591 -3.529 -4.925
C -2.153 -5.112 0.091
O -1.625 -6.176 -0.217
N -3.441 -4.959 0.403
C -3.980 -3.633 0.687
C -4.433 -5.995 0.277
H -1.551 -4.195 0.183
H -4.772 -3.363 -0.012
H -3.260 -2.816 0.646
H -4.445 -3.630 1.673
H -4.027 -7.005 0.235
H -5.141 -6.090 1.100
H -5.116 -5.749 -0.536
C 3.038 4.554 -2.411
O 3.811 5.374 -2.873
N 1.940 4.034 -3.007
C 1.219 2.932 -2.537
C 1.498 4.652 -4.287
H 3.253 4.061 -1.451
H 1.520 2.615 -1.539
H 1.430 2.058 -3.153
H 0.134 3.030 -2.505
H 1.885 5.627 -4.583
H 1.871 3.967 -5.047
H 0.412 4.726 -4.219
C 0.935 0.276 3.668
O 1.415 -0.874 3.668
N 1.517 1.451 4.064
C 0.875 2.726 3.844
C 2.809 1.486 4.747
H -0.061 0.442 3.229
H 0.176 2.583 3.019
H 1.600 3.514 3.640
H 0.375 2.971 4.781
H 3.281 0.506 4.813
H 3.462 2.131 4.159
H 2.836 1.804 5.790
C -1.244 5.954 -0.623
O -1.019 7.178 -0.715
N -0.697 5.152 0.312
C -1.028 3.726 0.310
C 0.005 5.656 1.489
H -1.816 5.356 -1.350
H -1.544 3.452 1.231
H -0.152 3.082 0.234
H -1.635 3.464 -0.556
H -0.777 5.693 2.247
H 0.866 5.009 1.652
H 0.279 6.703 1.356
C 1.402 -5.226 0.203
O 1.066 -6.395 -0.005
N 1.062 -4.523 1.287
C 1.410 -3.090 1.498
C 0.441 -5.101 2.485
H 2.085 -4.664 -0.453
H 0.550 -2.421 1.529
H 2.074 -2.626 0.768
H 1.768 -2.928 2.515
H -0.190 -5.944 2.203
H 1.152 -5.612 3.134
H -0.122 -4.359 3.052
```

Summary:
- Orbital gap: 8.3 eV
- Relative energy (zero: lowest compared OMol25 entry of this formula, charge and spin): 135.5 kcal/mol
- HOMO energy: -0.22611 hartree
- Largest force on an atom: 4.26 eV/A
- Net charge: -1

Here are the Löwdin charges for atoms 1 to 99, given in e: Cl 0.600; O -0.357; O -0.368; O -0.354; O -0.405; C -0.353; O -0.001; N -0.187; C -0.050; C -0.044; H 0.127; H 0.092; H 0.093; H 0.064; H 0.087; H 0.084; H 0.092; C -0.383; O -0.023; N -0.178; C -0.023; C -0.006; H 0.127; H 0.082; H 0.077; H 0.081; H 0.076; H 0.083; H 0.080; C -0.302; O -0.029; N -0.180; C -0.035; C -0.040; H 0.113; H 0.093; H 0.068; H 0.059; H 0.076; H 0.083; H 0.086; C -0.329; O 0.010; N -0.179; C -0.058; C -0.063; H 0.129; H 0.081; H 0.075; H 0.081; H 0.089; H 0.077; H 0.086; C -0.337; O -0.005; N -0.187; C -0.086; C -0.022; H 0.117; H 0.078; H 0.078; H 0.087; H 0.082; H 0.087; H 0.082; C -0.289; O -0.022; N -0.189; C -0.054; C -0.051; H 0.119; H 0.077; H 0.086; H 0.089; H 0.080; H 0.083; H 0.082; C -0.326; O -0.033; N -0.189; C -0.062; C -0.030; H 0.128; H 0.084; H 0.076; H 0.076; H 0.093; H 0.084; H 0.084; C -0.346; O -0.020; N -0.156; C -0.051; C -0.054; H 0.113; H 0.068; H 0.069; H 0.061; H 0.074